C2H7N3O | ωB97M-V/def2-TZVPD

Each atom is followed by the atoms it is bonded to, with distances in Å.
Element x y z (Å)
1 H 1.3458 -1.8698 -0.4929  N2 1.063
2 N 0.7512 -0.9979 -0.6175  H1 1.063, C3 1.239
3 C 0.2793 -0.5690 0.4442  N2 1.239, N4 1.330, C5 1.672
4 N 0.7314 -0.7622 1.6798  C3 1.330, H8 1.027, H9 1.066
5 C -0.8459 0.6420 0.1964  C3 1.672, N6 1.396, H10 1.175, H11 1.036
6 N -1.1939 0.8013 -1.1459  C5 1.396, O7 1.389, H12 1.003
7 O -0.1709 1.3685 -1.8952  N6 1.389, H13 1.014
8 H 0.2940 -0.2488 2.4544  N4 1.027
9 H 1.5890 -1.3699 1.8590  N4 1.066
10 H -0.1514 1.5884 0.2566  C5 1.175
11 H -1.6861 0.7651 0.7903  C5 1.036
12 H -1.5184 -0.0305 -1.6021  N6 1.003
13 H 0.5758 0.6828 -1.9271  O7 1.014

## Properties
**Kohn-Sham gap**: 9.5 eV
**Net charge**: 0
**ΔE to the lowest compared entry with this formula, charge and spin**: 82.0 kcal per mole

C21H26F6O6 | ωB97M-V/def2-TZVPD

Each atom is followed by the atoms it is bonded to, with distances in Å.
Element x y z (Å)
1 O 0.8573 -4.0558 -6.1178  C2 1.245
2 C 0.1170 -3.1546 -6.5540  O1 1.245, C3 1.631, O15 1.452
3 C -0.2123 -2.8188 -8.1157  C2 1.631, C4 1.633, H16 1.138, H17 1.154
4 C -0.1013 -1.1987 -7.9436  C3 1.633, C5 1.627, H18 1.146, H19 1.159
5 C -1.1532 -1.1191 -6.7056  C4 1.627, C6 1.601, O15 1.454, H20 1.153
6 C -1.5291 0.3261 -6.1289  C5 1.601, C7 1.606, H21 1.150, H22 1.159
7 C -0.6408 0.7613 -4.8640  C6 1.606, C8 1.619, H23 1.157, H24 1.154
8 C -1.2967 0.3858 -3.4321  C7 1.619, C9 1.624, H25 1.141, H26 1.158
9 C -0.0461 0.2165 -2.4102  C8 1.624, C10 1.554, C14 1.577
10 C 0.2764 1.2801 -1.3245  C9 1.554, C11 1.578, H27 1.142
11 C 1.5364 0.9741 -0.4249  C10 1.578, C12 1.572, H28 1.137
12 C 2.4085 -0.3155 -0.6417  C11 1.572, C13 1.562, H29 1.148
13 C 2.0784 -1.3581 -1.7566  C12 1.562, C14 1.553, H30 1.138
14 C 0.8260 -1.0791 -2.6307  C9 1.577, C13 1.553, H31 1.148
15 O -0.6055 -2.1323 -5.8176  C2 1.452, C5 1.454
16 H 0.4598 -3.3147 -8.8893  C3 1.138
17 H -1.3083 -3.1216 -8.3097  C3 1.154
18 H -0.3492 -0.6082 -8.8934  C4 1.146
19 H 1.0021 -1.1144 -7.5999  C4 1.159
20 H -2.1209 -1.4873 -7.2129  C5 1.153
21 H -2.6459 0.4229 -5.8735  C6 1.150
22 H -1.2869 1.0844 -6.9710  C6 1.159
23 H 0.4047 0.2777 -4.9691  C7 1.157
24 H -0.4398 1.8976 -4.8364  C7 1.154
25 H -1.9728 -0.5327 -3.4557  C8 1.141
26 H -1.8798 1.3105 -3.0504  C8 1.158
27 H -0.3232 2.2380 -1.1612  C10 1.142
28 H 1.8424 1.6823 0.4107  C11 1.137
29 H 3.3418 -0.5314 -0.0087  C12 1.148
30 H 2.7065 -2.2845 -1.9612  C13 1.138
31 H 0.5263 -1.8147 -3.4591  C14 1.148
32 C -1.1126 -1.0679 4.1532  C33 1.517, H41 1.093, H42 1.091, H43 1.093
33 C -2.5036 -0.4640 4.1880  C32 1.517, O34 1.437, H44 1.093, H45 1.094
34 O -2.7126 0.4209 3.0748  C33 1.437, C35 1.349
35 C -2.9320 -0.1736 1.8843  O34 1.349, O36 1.205, C37 1.525
36 O -2.9596 -1.3665 1.7168  C35 1.205
37 C -3.1695 0.8678 0.7955  C35 1.525, F38 1.350, F39 1.351, F40 1.346
38 F -2.2322 1.8398 0.7966  C37 1.350
39 F -4.3618 1.4862 0.9403  C37 1.351
40 F -3.1647 0.3379 -0.4415  C37 1.346
41 H -0.3554 -0.2805 4.1123  C32 1.093
42 H -0.9373 -1.6859 5.0349  C32 1.091
43 H -0.9693 -1.6896 3.2660  C32 1.093
44 H -2.6149 0.1379 5.0934  C33 1.093
45 H -3.2807 -1.2335 4.2167  C33 1.094
46 C 4.4039 1.5847 7.1831  C47 1.517, H55 1.093, H56 1.091, H57 1.093
47 C 3.2780 2.3997 6.5753  C46 1.517, O48 1.437, H58 1.093, H59 1.094
48 O 2.0374 1.6743 6.6066  C47 1.437, C49 1.349
49 C 1.4253 1.6071 7.8065  O48 1.349, O50 1.205, C51 1.525
50 O 1.8537 2.1075 8.8154  C49 1.205
51 C 0.1098 0.8423 7.7000  C49 1.525, F52 1.350, F53 1.351, F54 1.345
52 F 0.2465 -0.3332 7.0499  C51 1.350
53 F -0.8285 1.5443 7.0277  C51 1.351
54 F -0.4218 0.5515 8.9011  C51 1.345
55 H 4.4869 0.6161 6.6835  C46 1.093
56 H 5.3543 2.1137 7.0964  C46 1.091
57 H 4.2221 1.3798 8.2409  C46 1.093
58 H 3.5001 2.5969 5.5237  C47 1.093
59 H 3.1665 3.3703 7.0674  C47 1.094

## Properties
**Kohn-Sham gap**: 8.8 eV
**Net charge**: 0

C27H46NO19S | ωB97M-V/def2-TZVPD

Each atom is followed by the atoms it is bonded to, with distances in Å.
Element x y z (Å)
1 C 2.8355 -2.6326 0.8065  C2 1.527, H14 1.094, H15 1.093, H16 1.093
2 C 2.1643 -2.7198 -0.5627  C1 1.527, C3 1.543, H17 1.095, H18 1.096
3 C 0.8915 -3.5891 -0.6222  C2 1.543, O4 1.442, H19 1.099, H20 1.091
4 O -0.2352 -2.8460 -1.1303  C3 1.442, C5 1.398
5 C -1.3644 -2.6840 -0.3226  O4 1.398, C6 1.555, O13 1.405, H21 1.095
6 C -1.1325 -1.7418 0.8924  C5 1.555, N7 1.502, H22 1.086, H23 1.088
7 N -1.5629 -0.3592 0.4948  C6 1.502, C8 1.495, H24 1.031, H25 1.020
8 C -1.1513 -0.0827 -0.9151  N7 1.495, O9 1.378, C10 1.548, H26 1.090
9 O -1.2431 1.2663 -1.1821  C8 1.378, H27 0.968
10 C -2.1756 -0.8898 -1.7489  C8 1.548, O11 1.368, S12 1.821, O13 1.426
11 O -1.7637 -1.0508 -3.0430  C10 1.368, H28 0.959
12 S -3.8486 -0.1854 -1.6078  C10 1.821, H29 1.338
13 O -2.3956 -2.1463 -1.1115  C5 1.405, C10 1.426
14 H 3.6576 -1.9108 0.7791  C1 1.094
15 H 2.1329 -2.3050 1.5772  C1 1.093
16 H 3.2406 -3.5929 1.1365  C1 1.093
17 H 2.9031 -3.0432 -1.3034  C2 1.095
18 H 1.8539 -1.7183 -0.8825  C2 1.096
19 H 0.6479 -3.9718 0.3784  C3 1.099
20 H 0.9945 -4.4472 -1.2882  C3 1.091
21 H -1.7759 -3.6430 0.0104  C5 1.095
22 H -1.6916 -2.0194 1.7815  C6 1.086
23 H -0.0775 -1.6966 1.1532  C6 1.088
24 H -2.5894 -0.2782 0.5409  N7 1.031
25 H -1.1889 0.3211 1.1562  N7 1.020
26 H -0.1512 -0.4948 -1.0510  C8 1.090
27 H -0.3699 1.6689 -1.2945  O9 0.968
28 H -0.9409 -0.5957 -3.2308  O11 0.959
29 H -3.5174 0.9272 -2.2733  S12 1.338
30 C 0.7065 2.4028 -4.1146  C31 1.502, H37 1.088, H38 1.091, H39 1.090
31 C 2.0950 2.2696 -3.5564  C30 1.502, C32 1.519, O36 1.457, H40 1.092
32 C 2.8853 1.0544 -4.0089  C31 1.519, O33 1.437, H41 1.082, H42 1.094
33 O 3.7279 0.7863 -2.8765  C32 1.437, C34 1.342
34 C 3.1592 1.3076 -1.7785  O33 1.342, O35 1.190, O36 1.358
35 O 3.5365 1.1392 -0.6621  C34 1.190
36 O 2.0762 2.0536 -2.1160  C31 1.457, C34 1.358
37 H 0.2238 3.3139 -3.7674  C30 1.088
38 H 0.7662 2.4342 -5.2033  C30 1.091
39 H 0.0922 1.5475 -3.8328  C30 1.090
40 H 2.6721 3.1815 -3.7241  C31 1.092
41 H 3.4941 1.2145 -4.8896  C32 1.082
42 H 2.2336 0.1917 -4.1769  C32 1.094
43 C -5.5923 1.9537 0.8720  C44 1.502, H50 1.089, H51 1.092, H52 1.090
44 C -4.4414 2.7262 1.4509  C43 1.502, C45 1.522, O49 1.436, H53 1.096
45 C -4.0533 2.3612 2.8768  C44 1.522, O46 1.426, H54 1.087, H55 1.094
46 O -3.5564 3.5961 3.3887  C45 1.426, C47 1.359
47 C -4.1073 4.6133 2.6751  O46 1.359, O48 1.183, O49 1.354
48 O -4.0187 5.7597 2.9538  C47 1.183
49 O -4.7654 4.1175 1.6004  C44 1.436, C47 1.354
50 H -5.7894 2.2375 -0.1605  C43 1.089
51 H -5.3390 0.8917 0.8921  C43 1.092
52 H -6.4982 2.1116 1.4576  C43 1.090
53 H -3.5637 2.6711 0.7966  C44 1.096
54 H -3.2775 1.6046 2.9599  C45 1.087
55 H -4.9297 2.0579 3.4565  C45 1.094
56 C 2.2994 0.9687 6.9089  C57 1.502, H63 1.088, H64 1.091, H65 1.090
57 C 2.0098 -0.3918 6.3431  C56 1.502, C58 1.522, O62 1.454, H66 1.093
58 C 3.0976 -1.0067 5.4738  C57 1.522, O59 1.439, H67 1.085, H68 1.092
59 O 2.3402 -1.7632 4.5120  C58 1.439, C60 1.342
60 C 1.1097 -1.2330 4.4349  O59 1.342, O61 1.199, O62 1.336
61 O 0.2999 -1.5362 3.6044  C60 1.199
62 O 0.9091 -0.3265 5.3954  C57 1.454, C60 1.336
63 H 1.4809 1.3155 7.5356  C56 1.088
64 H 3.2010 0.9179 7.5209  C56 1.091
65 H 2.4631 1.6856 6.1044  C56 1.090
66 H 1.7013 -1.0969 7.1185  C57 1.093
67 H 3.7712 -1.6803 5.9934  C58 1.085
68 H 3.6618 -0.2400 4.9386  C58 1.092
69 C -6.7860 -3.3812 3.7889  C70 1.501, H76 1.088, H77 1.091, H78 1.090
70 C -5.4694 -2.7242 4.0865  C69 1.501, C71 1.523, O75 1.458, H79 1.092
71 C -5.5200 -1.4604 4.9341  C70 1.523, O72 1.442, H80 1.085, H81 1.092
72 O -4.4287 -0.6822 4.4024  C71 1.442, C73 1.333
73 C -4.1943 -1.0940 3.1565  O72 1.333, O74 1.203, O75 1.332
74 O -3.4620 -0.5288 2.3868  C73 1.203
75 O -4.8688 -2.2050 2.8633  C70 1.458, C73 1.332
76 H -6.6496 -4.2871 3.2026  C69 1.088
77 H -7.2706 -3.6517 4.7281  C69 1.091
78 H -7.4361 -2.6964 3.2445  C69 1.090
79 H -4.7457 -3.4294 4.5013  C70 1.092
80 H -5.3517 -1.6135 5.9947  C71 1.085
81 H -6.4449 -0.9045 4.7697  C71 1.092
82 C 7.9258 0.6797 -7.0571  C83 1.502, H89 1.088, H90 1.091, H91 1.090
83 C 6.7354 1.2768 -7.7528  C82 1.502, C84 1.522, O88 1.448, H92 1.093
84 C 6.4025 2.7184 -7.3965  C83 1.522, O85 1.434, H93 1.085, H94 1.093
85 O 4.9725 2.7476 -7.5036  C84 1.434, C86 1.349
86 C 4.5059 1.4903 -7.3613  O85 1.349, O87 1.193, O88 1.343
87 O 3.3521 1.2060 -7.2576  C86 1.193
88 O 5.5184 0.6080 -7.3421  C83 1.448, C86 1.343
89 H 8.1044 -0.3398 -7.3917  C82 1.088
90 H 8.8118 1.2746 -7.2835  C82 1.091
91 H 7.7698 0.6798 -5.9781  C82 1.090
92 H 6.8016 1.1614 -8.8374  C83 1.093
93 H 6.8194 3.4622 -8.0682  C84 1.085
94 H 6.6804 2.9426 -6.3636  C84 1.093

## Properties
**Kohn-Sham gap**: 10.5 eV
**Net charge**: +1

C5H7FSi | ωB97M-V/def2-TZVPD

Each atom is followed by the atoms it is bonded to, with distances in Å.
Element x y z (Å)
1 C -3.5142 0.4823 -0.1024  C2 1.197, H8 1.058
2 C -2.3528 0.1979 -0.1451  C1 1.197
3 C 1.0373 2.0834 -0.8483  C4 1.325, H9 1.081, H10 1.078
4 C 1.4107 0.9793 -0.2189  C3 1.325, Si7 1.870, H11 1.085
5 C 0.6166 -1.9362 1.0915  Si7 1.881, H12 1.083, H13 1.085, H14 1.090
6 F 0.8330 -1.3824 -1.6651  Si7 1.615
7 Si 0.4858 -0.6455 -0.2705  C4 1.870, C5 1.881, F6 1.615
8 H -4.5436 0.7243 -0.0630  C1 1.058
9 H 1.6284 2.9880 -0.8101  C3 1.081
10 H 0.1314 2.1320 -1.4303  C3 1.078
11 H 2.3218 1.0020 0.3698  C4 1.085
12 H 0.2611 -1.5594 2.0421  C5 1.083
13 H 0.0322 -2.8130 0.8347  C5 1.085
14 H 1.6524 -2.2529 1.2156  C5 1.090

## Properties
**Kohn-Sham gap**: 8.6 eV
**Net charge**: 0
**ΔE to the lowest compared entry with this formula, charge and spin**: 66.1 kcal per mole

C2H9N2 | ωB97M-V/def2-TZVPD

Each atom is followed by the atoms it is bonded to, with distances in Å.
Element x y z (Å)
1 N -0.3231 -2.1845 -0.3863  H2 1.090, H3 1.042, H4 0.945
2 H -1.1230 -2.0846 -1.1193  N1 1.090
3 H 0.2328 -2.8687 -0.9418  N1 1.042
4 H -0.5370 -2.5868 0.4412  N1 0.945
5 H -0.2935 -0.4674 0.0995  N8 1.052
6 C -0.6712 1.6801 0.0413  N8 1.435, H9 1.201, H10 1.090, H11 1.078
7 C 1.3170 0.5601 0.5964  N8 1.294, H12 0.988, H13 1.187
8 N 0.0405 0.4852 0.3964  H5 1.052, C6 1.435, C7 1.294
9 H -0.0982 2.2546 -0.8442  C6 1.201
10 H -1.5574 1.3449 -0.4967  C6 1.090
11 H -0.7333 2.4338 0.8098  C6 1.078
12 H 1.9400 -0.2016 0.6871  C7 0.988
13 H 1.8064 1.6348 0.7167  C7 1.187

## Properties
**Kohn-Sham gap**: 10.4 eV
**Net charge**: +1
**ΔE to the lowest compared entry with this formula, charge and spin**: 44.1 kcal per mole

| no. | highest occupied orbital energy (Eh) | electronic energy (eV) |
| --- | --- | --- |
| 1 | -0.3209 | -8702.7221 |
| 2 | -0.3052 | -50783.4492 |
| 3 | -0.4544 | -79968.7087 |
| 4 | -0.3330 | -15890.1534 |
| 5 | -0.5680 | -5192.0414 |